Record 1
Molecular formula: C2H7N2O2
Method: DFT, wB97M-V/def2-TZVPD

Cartesian coordinates (Å):
N 0.835 -1.393 2.264
C -0.485 -1.525 1.553
O -1.260 -2.375 2.038
O -0.679 -0.733 0.617
H 0.601 -0.940 3.141
H 1.064 -2.349 2.517
C 0.332 0.994 -1.387
N -0.758 1.607 -2.191
H 1.327 1.366 -1.670
H 0.284 -0.085 -1.468
H 0.142 1.258 -0.353
H -0.878 2.560 -1.884
H -0.526 1.614 -3.177

Computed properties:
ΔE to the lowest compared entry with this formula, charge and spin = 0.8278 eV
HOMO energy = -0.1325 Eh
Total charge = -1
Kohn-Sham gap = 7.65 eV

=====

Record 2
Molecular formula: C2H7N2O2
Method: DFT, wB97M-V/def2-TZVPD

Cartesian coordinates (Å):
O 2.161 0.237 0.467
C 1.111 0.131 -0.274
N -0.100 1.161 0.055
C -1.096 0.156 -0.205
O -2.167 0.042 0.448
N 0.148 -0.998 0.077
H 1.890 0.125 1.398
H 1.157 0.061 -1.335
H -0.160 2.050 -0.539
H -1.360 -0.179 -1.228
H -2.090 0.643 1.235
H 0.513 -1.384 1.049
H 0.241 -1.825 -0.566

Computed properties:
ΔE to the lowest compared entry with this formula, charge and spin = 2.8469 eV
HOMO energy = -0.5734 Eh
SMILES string = O[C@@H]1N[C@H](O)[NH2+]1
Total charge = +1
Kohn-Sham gap = 12.02 eV

=====

Record 3
Molecular formula: C2H7N2OP
Method: DFT, wB97M-V/def2-TZVPD

Cartesian coordinates (Å):
O 2.274 -0.729 -0.166
P 1.097 -0.650 -1.223
N 0.421 1.290 -0.460
C -0.731 0.874 0.190
C -0.524 -0.597 0.717
N -0.302 -1.358 -0.462
H 2.207 -0.021 0.493
H 0.380 1.858 -1.274
H -1.645 0.925 -0.411
H -0.921 1.448 1.159
H 0.360 -0.646 1.289
H -1.472 -0.820 1.107
H -1.143 -1.572 -0.960

Computed properties:
ΔE to the lowest compared entry with this formula, charge and spin = 1.8361 eV
HOMO energy = -0.3203 Eh
SMILES string = OP1NCCN1
Kohn-Sham gap = 9.70 eV

=====

Record 4
Molecular formula: C2H7N2OP
Method: DFT, wB97M-V/def2-TZVPD

Cartesian coordinates (Å):
C -2.179 0.407 -0.256
N -1.145 -0.286 -0.427
P 0.316 0.318 0.231
C 1.050 -1.124 1.047
N 1.321 0.572 -1.289
O 0.184 1.546 1.017
H -3.111 0.081 -0.701
H -2.187 1.329 0.330
H 2.058 -0.862 1.361
H 0.442 -1.341 1.923
H 1.064 -1.981 0.382
H 1.105 -0.145 -1.969
H 1.083 1.486 -1.651

Computed properties:
ΔE to the lowest compared entry with this formula, charge and spin = 0.0000 eV
HOMO energy = -0.3698 Eh
SMILES string = C=N[P@@](C)(N)=O
Kohn-Sham gap = 10.87 eV

=====

Record 5
Molecular formula: C2H7N2OP
Method: DFT, wB97M-V/def2-TZVPD

Cartesian coordinates (Å):
C 1.423 -1.226 -0.738
P 1.634 0.646 -0.248
O 2.102 0.705 1.318
N -0.034 0.823 0.070
C -1.210 0.746 -0.378
N -2.277 0.529 0.463
H 2.301 -1.845 -1.083
H 0.734 -1.777 0.005
H 0.801 -1.141 -1.551
H 1.356 0.636 1.872
H -1.548 0.837 -1.419
H -2.024 0.492 1.409
H -3.259 0.573 0.279

Computed properties:
ΔE to the lowest compared entry with this formula, charge and spin = 1.3074 eV
HOMO energy = -0.2985 Eh
SMILES string = CP(O)/N=C/N
Kohn-Sham gap = 9.07 eV

=====

Record 6
Molecular formula: C2H7N2OS
Method: DFT, wB97M-V/def2-TZVPD

Cartesian coordinates (Å):
C 0.106 -0.546 -0.384
C 0.313 0.041 0.908
N -1.051 -1.037 -0.896
N 1.525 0.023 1.407
O 1.163 -0.917 -1.146
S -0.246 2.289 -0.969
H -0.547 0.337 1.520
H -1.980 -1.067 -0.400
H -1.140 -1.156 -1.910
H 2.301 -0.418 0.782
H 1.850 0.324 2.321
H 0.926 -1.082 -1.979
H 0.086 2.477 -2.218

Computed properties:
ΔE to the lowest compared entry with this formula, charge and spin = 2.7161 eV
HOMO energy (alpha / beta) = -0.4628 / -0.4627 Eh
Total charge = +1
Kohn-Sham gap (alpha / beta) = 5.95 / 5.95 eV

=====

Which of these has the lowest ΔE to the lowest compared entry with this formula, charge and spin?
number 4

=====

Please write out number 1 again, unchanged.
Molecular formula: C2H7N2O2
Method: DFT, wB97M-V/def2-TZVPD

Cartesian coordinates (Å):
N 0.835 -1.393 2.264
C -0.485 -1.525 1.553
O -1.260 -2.375 2.038
O -0.679 -0.733 0.617
H 0.601 -0.940 3.141
H 1.064 -2.349 2.517
C 0.332 0.994 -1.387
N -0.758 1.607 -2.191
H 1.327 1.366 -1.670
H 0.284 -0.085 -1.468
H 0.142 1.258 -0.353
H -0.878 2.560 -1.884
H -0.526 1.614 -3.177

Computed properties:
ΔE to the lowest compared entry with this formula, charge and spin = 0.8278 eV
HOMO energy = -0.1325 Eh
Total charge = -1
Kohn-Sham gap = 7.65 eV